One molecule with the formula C18H20N2O5. Source: OMol25; level of theory: the ωB97M-V functional and the def2-TZVPD basis.

Structure (XYZ):
```
45
Properties=species:S:1:pos:R:3:forces:R:3
C 2.208437 -3.863932 1.415655 0.1 0.0 -0.1
C 2.143810 -3.107034 0.128883 0.5 -0.1 -0.3
C 3.168698 -3.126768 -0.753151 -0.3 -0.1 0.4
C 3.141356 -2.404640 -2.006914 0.6 -0.1 -0.4
O 4.033619 -2.387657 -2.821122 -0.4 0.0 0.3
O 2.007000 -1.687839 -2.281380 0.0 0.1 -0.3
C 0.966945 -1.640819 -1.419391 -0.7 0.0 0.6
C -0.123094 -0.869238 -1.791558 0.0 0.0 0.0
C -1.217314 -0.752304 -0.945015 0.5 -0.4 0.0
C -1.225594 -1.434722 0.273651 -0.4 0.1 -0.1
C -0.147640 -2.208744 0.630085 0.3 0.0 -0.3
C 0.973664 -2.332263 -0.195279 -0.2 0.3 -0.3
H -0.167140 -2.721150 1.578391 0.0 -0.1 0.1
H -2.053801 -1.343746 0.956510 -0.1 0.0 0.1
O -2.223123 0.044351 -1.397589 0.1 0.0 -0.2
C -3.317626 0.308062 -0.546939 -0.2 -0.1 0.2
H -4.020580 0.891011 -1.151107 0.1 -0.1 0.1
C -2.976823 1.089959 0.729600 -0.2 -0.2 -0.3
O -3.357778 0.685103 1.814684 -0.2 -0.2 0.2
N -2.300638 2.242374 0.596864 0.2 0.2 0.1
C -1.795875 2.830788 -0.619799 0.2 0.1 -0.4
H -2.157994 3.864775 -0.671671 0.0 -0.1 -0.1
C -0.262674 2.800679 -0.625451 -0.1 -0.1 0.0
H 0.071240 1.794215 -0.884849 0.0 0.1 -0.1
H 0.102353 3.492644 -1.384193 0.0 0.0 0.0
C 0.312134 3.150241 0.756369 0.0 -0.1 -0.2
C 0.802201 1.883316 1.468396 0.1 0.5 -0.1
O 0.673350 0.764736 1.028712 0.0 -0.3 -0.1
N 1.412335 2.121949 2.652410 0.2 0.0 0.5
H 1.601144 3.048213 2.989306 0.0 0.0 -0.1
H 1.784729 1.340522 3.165662 0.0 0.0 0.0
H 1.182332 3.805356 0.643426 0.0 -0.1 0.0
C -0.747672 3.864277 1.604264 0.0 -0.1 -0.1
C -1.957514 2.958611 1.815738 -0.1 0.0 0.4
H -2.821689 3.546730 2.149905 0.1 -0.1 0.1
H -1.752445 2.208500 2.585437 0.0 0.1 0.0
H -0.350010 4.147015 2.579644 -0.1 0.1 0.0
H -1.042913 4.783484 1.094566 0.1 0.0 0.0
H -2.172639 2.295624 -1.487774 0.0 0.1 0.1
H -3.815229 -0.618405 -0.236698 0.1 0.2 0.0
H -0.110074 -0.345984 -2.733718 0.0 0.1 -0.1
H 4.071685 -3.686482 -0.564906 0.1 0.0 0.0
H 3.157294 -4.386237 1.503318 0.0 0.0 0.0
H 2.102094 -3.181777 2.257474 0.0 0.0 0.1
H 1.400466 -4.592236 1.466279 -0.1 -0.1 0.1
```
Positions in Å, forces in eV/Å.

Values from the calculation:
Max |F| ... 0.94 eV/Å
HOMO level ... -0.300 Ha
Relative energy (zero: lowest compared OMol25 entry of this formula, charge and spin) ... 1.22 kcal/mol
Multiplicity ... 1
Orbital gap ... 8.6 eV
LUMO ... 0.46 eV
SMILES ... Cc1cc(=O)oc2cc(OCC(=O)N3CCC(C(N)=O)CC3)ccc12